Record 1
{"formula": "C22H24F4FeN6O2S", "method": "ωB97M-V/def2-TZVPD", "relative_energy_kcal_mol": 84.7, "homo_energy_ha": [-0.281, -0.282], "multiplicity": 5, "s2": 6.08, "lumo_ha": [-0.010, -0.054], "species": ["Fe", "S", "F", "F", "F", "F", "O", "O", "N", "N", "N", "N", "N", "N", "C", "C", "C", "C", "C", "C", "C", "C", "C", "C", "C", "C", "C", "C", "C", "C", "C", "C", "C", "C", "C", "C", "H", "H", "H", "H", "H", "H", "H", "H", "H", "H", "H", "H", "H", "H", "H", "H", "H", "H", "H", "H", "H", "H", "H", "H"], "positions_angstrom": [[-0.979, 0.487, -0.271], [1.995, -0.775, -0.451], [-0.605, -5.605, -2.214], [-1.789, -1.419, 1.008], [-1.558, -3.886, 2.063], [-0.832, -3.199, -3.283], [1.656, -1.952, -1.216], [2.831, 0.208, -1.096], [0.650, -0.133, 0.097], [-2.273, 1.476, 1.198], [-1.404, -0.896, -1.566], [-1.107, 1.864, -2.172], [-0.337, 2.651, 1.874], [4.382, -2.454, 4.701], [0.305, 2.060, -2.581], [-1.080, 3.226, 2.824], [1.106, 2.953, -1.645], [-1.493, -2.474, 0.196], [-0.904, -4.582, -1.400], [-1.843, 3.152, -2.308], [-1.298, -2.199, -1.166], [-1.070, -4.818, -0.051], [-1.273, -0.521, -2.959], [-0.994, 1.806, 1.104], [-1.372, -3.727, 0.742], [2.804, -2.631, 1.381], [3.849, -0.719, 3.106], [2.796, -1.289, 1.030], [-1.760, 0.903, -3.082], [3.349, -3.019, 2.591], [3.309, -0.331, 1.897], [-2.758, 3.507, -1.152], [-1.027, -3.322, -1.955], [-3.013, 2.040, 2.144], [-2.431, 2.958, 3.001], [3.878, -2.070, 3.467], [-0.564, 3.926, 3.472], [2.386, -3.354, 0.695], [0.317, 2.479, -3.598], [-2.826, 0.909, -2.839], [3.362, -4.066, 2.871], [-3.006, 3.441, 3.777], [-3.420, 2.676, -0.906], [-0.951, -5.805, 0.368], [5.005, -1.808, 5.154], [-0.241, -0.643, -3.304], [0.736, 3.979, -1.620], [1.100, 2.559, -0.631], [2.140, 2.968, -1.985], [4.644, -3.419, 4.800], [4.250, 0.023, 3.786], [-1.904, -1.129, -3.613], [-1.118, 3.952, -2.450], [-4.059, 1.764, 2.209], [0.793, 1.089, -2.619], [-3.373, 4.367, -1.420], [-2.435, 3.113, -3.227], [-2.180, 3.764, -0.265], [3.282, 0.714, 1.613], [-1.649, 1.233, -4.125]], "lowdin_spin": [2.857, 0.053, -0.003, 0.027, -0.003, 0.006, 0.103, 0.051, 0.730, 0.005, 0.133, 0.029, -0.024, 0.002, 0.002, -0.003, 0.001, 0.021, -0.002, 0.003, 0.002, 0.027, 0.011, -0.075, -0.001, 0.003, -0.001, 0.005, 0.001, 0.001, 0.005, 0.000, 0.021, 0.003, -0.003, 0.003, 0.000, 0.000, 0.000, 0.000, 0.000, 0.000, 0.000, 0.002, 0.000, 0.004, 0.000, 0.001, 0.000, 0.000, 0.000, 0.001, 0.000, 0.000, 0.000, 0.000, 0.001, 0.000, 0.000, 0.000]}

***

Record 2
{"formula": "C18H26Cl3F6Ge2O4PdSb", "method": "ωB97M-V/def2-TZVPD", "charge": 3, "homo_energy_ha": [-0.670, -0.670], "multiplicity": 2, "s2": 0.78, "lumo_ha": [-0.436, -0.425], "species": ["Sb", "Pd", "Ge", "Ge", "Cl", "Cl", "Cl", "F", "F", "F", "F", "F", "F", "O", "O", "O", "O", "C", "C", "C", "C", "C", "C", "C", "C", "C", "C", "C", "C", "C", "C", "C", "C", "C", "C", "H", "H", "H", "H", "H", "H", "H", "H", "H", "H", "H", "H", "H", "H", "H", "H", "H", "H", "H", "H", "H", "H", "H", "H", "H", "H"], "positions_angstrom": [[0.590, 2.111, 2.327], [0.132, 0.595, -0.635], [-1.357, -0.961, 2.811], [-0.471, -1.691, -1.642], [3.973, -2.037, -2.897], [2.753, -0.606, -5.127], [4.114, 0.862, -3.045], [0.749, 3.913, 2.550], [0.072, -0.205, 1.645], [-0.779, 2.119, 0.968], [1.735, 1.905, 0.861], [-0.770, 1.709, 3.537], [1.783, 1.211, 3.405], [1.854, 0.046, -1.493], [0.872, -1.235, -3.004], [0.069, 2.825, -1.924], [-0.132, 1.679, -2.260], [-1.853, -7.140, -0.220], [-1.662, -3.888, 1.497], [-3.004, -0.006, 2.407], [0.832, -2.930, -0.798], [1.012, -4.155, -1.696], [-1.858, -1.075, -2.909], [-1.944, -5.787, -0.038], [-2.093, -2.068, -4.047], [-1.894, -2.824, 2.162], [-1.491, -5.207, 1.180], [-1.299, -7.940, 0.791], [-0.302, -1.178, 4.421], [1.862, -0.564, -2.598], [3.155, -0.547, -3.425], [-3.845, 0.120, 3.689], [-0.899, -6.038, 2.184], [-0.824, -7.393, 1.986], [-1.065, -0.875, 5.716], [-0.403, -8.035, 2.747], [-4.807, 0.566, 3.439], [-1.365, -0.172, -3.266], [0.082, -2.199, 4.409], [-2.782, 0.973, 1.989], [-0.382, -0.995, 6.556], [-1.168, -2.446, -4.478], [-2.383, -5.163, -0.808], [1.719, -2.304, -0.720], [-2.614, -1.522, -4.837], [-1.902, -1.555, 5.876], [1.243, -3.897, -2.728], [-1.240, -9.011, 0.641], [-2.774, -0.806, -2.384], [0.548, -0.509, 4.296], [-2.912, -2.913, 2.583], [-2.212, -7.598, -1.132], [-0.540, -5.587, 3.100], [0.520, -3.208, 0.208], [-2.735, -2.896, -3.754], [-4.053, -0.844, 4.158], [-1.435, 0.148, 5.740], [1.862, -4.718, -1.305], [0.146, -4.815, -1.670], [-3.531, -0.593, 1.653], [-3.362, 0.765, 4.420]], "lowdin_spin": [0.000, 0.142, 0.000, -0.011, 0.000, 0.000, 0.000, 0.000, 0.004, 0.003, 0.001, 0.000, 0.000, 0.013, -0.001, 0.527, 0.328, 0.000, 0.000, 0.000, -0.001, -0.001, -0.003, 0.000, -0.002, 0.000, 0.000, 0.000, 0.000, 0.001, 0.001, 0.000, 0.000, 0.000, 0.000, 0.000, 0.000, 0.000, 0.000, 0.000, 0.000, 0.000, 0.000, 0.000, 0.000, 0.000, 0.000, 0.000, 0.000, 0.000, 0.000, 0.000, 0.000, 0.000, 0.000, 0.000, 0.000, 0.000, 0.000, 0.000, 0.000]}

***

Record 3
{"formula": "C4H6N2", "method": "ωB97M-V/def2-TZVPD", "charge": -1, "relative_energy_kcal_mol": 16.2, "homo_energy_ha": [0.039, -0.284], "multiplicity": 2, "s2": 0.75, "lumo_ha": [0.137, 0.135], "species": ["N", "N", "C", "C", "C", "C", "H", "H", "H", "H", "H", "H"], "positions_angstrom": [[-0.053, -1.532, 0.204], [0.791, 1.219, 2.328], [-1.083, -1.271, -0.253], [2.296, 0.984, 0.194], [1.403, 1.117, 1.355], [-2.416, -0.897, -0.818], [2.694, 1.969, -0.049], [3.069, 0.217, 0.258], [-2.866, -0.144, -0.172], [-2.287, -0.643, -1.870], [1.533, 0.723, -0.539], [-3.081, -1.742, -0.640]], "lowdin_spin": [0.009, 0.007, 0.184, 0.063, 0.041, 0.424, 0.009, 0.006, 0.063, 0.092, 0.028, 0.071]}

***

Record 4
{"formula": "C4H9NO", "method": "ωB97M-V/def2-TZVPD", "smiles": "C=CON(C)C", "relative_energy_kcal_mol": 78.8, "homo_energy_ha": -0.324, "multiplicity": 1, "lumo_ha": 0.040, "species": ["O", "N", "C", "C", "C", "C", "H", "H", "H", "H", "H", "H", "H", "H", "H"], "positions_angstrom": [[-0.600, 0.306, 0.856], [-0.064, -0.382, -0.273], [0.090, 1.466, 1.091], [0.621, -1.536, 0.282], [-1.175, -0.730, -1.137], [0.812, 2.152, 0.212], [-1.656, 0.188, -1.484], [1.340, 3.047, 0.521], [-0.029, 1.759, 2.132], [-0.758, -1.254, -2.002], [-0.064, -2.240, 0.782], [-1.922, -1.375, -0.649], [1.354, -1.175, 1.009], [0.893, 1.818, -0.817], [1.157, -2.045, -0.524]], "mulliken_charge": [-0.228, -0.044, -0.090, -0.832, -0.868, -0.582, 0.296, 0.258, 0.328, 0.319, 0.302, 0.304, 0.276, 0.266, 0.297]}

***

Record 5
{"formula": "C4H7NS", "method": "ωB97M-V/def2-TZVPD", "relative_energy_kcal_mol": 122.1, "homo_energy_ha": -0.327, "multiplicity": 1, "lumo_ha": -0.013, "species": ["S", "N", "C", "C", "C", "C", "H", "H", "H", "H", "H", "H", "H"], "positions_angstrom": [[0.374, 2.509, 1.086], [-0.076, -0.804, 0.015], [-1.017, -1.188, -0.936], [-1.258, 0.295, -1.128], [0.002, 0.557, -0.323], [0.648, -1.566, 1.001], [0.873, -2.558, 0.489], [1.172, 2.958, 0.197], [0.133, -1.577, 2.030], [-1.238, 0.808, -2.122], [-2.153, 0.706, -0.620], [1.601, -0.994, 1.229], [0.938, 0.854, -0.918]], "mulliken_charge": [-0.238, 0.399, -0.347, -0.266, -0.466, -0.780, 0.310, 0.097, 0.257, 0.270, 0.212, 0.281, 0.271]}